Computed, not measured: a gas-phase ion, C4H6N3 (charge +1) in a non-equilibrium geometry, with ωB97M-V/def2-TZVPD.

Structure (ORCA input):
```
! wB97M-V def2-TZVPD RIJCOSX def2/J DEFGRID3
* xyz 1 1
C 1.3917 -0.9999 -1.0387
C -0.7055 -0.0225 0.9400
C -1.3796 -1.1151 0.0604
C 0.0870 0.7086 0.0004
N 0.6268 -1.9662 -0.7368
N -0.6748 -1.8553 -0.6397
N 1.0168 0.2873 -0.8730
H 2.4130 -1.1454 -1.5578
H -1.4086 0.6334 1.4239
H -0.0259 -0.7134 1.5761
H -2.4570 -1.2606 -0.2226
H -0.3300 1.6999 0.0068
H 1.3363 0.9745 -1.6693
*
```

Summary:
HOMO energy (alpha / beta) ... -14.247 / -14.248 eV
Orbital gap (alpha / beta) ... 8.50 / 8.50 eV
F_max ... 4.728 eV Å⁻¹
Energy above the lowest of the compared OMol25 structures with the same formula, charge and spin ... 78.1 kcal/mol

How is the electron density shared among the atoms? According to Löwdin, the charges in e are:
1. C -0.1561
2. C -0.0825
3. C -0.0660
4. C 0.0133
5. N 0.0852
6. N 0.0454
7. N 0.1168
8. H 0.1780
9. H 0.1270
10. H 0.1859
11. H 0.1619
12. H 0.1510
13. H 0.2401